Density functional theory data (ωB97M-V with the def2-TZVPD basis set) for a structure of composition C30H45BrN2P2W at a distorted geometry.

Last column: Löwdin spin population.
CARTESIAN COORDINATES (ANGSTROEM)
N  -5.071  3.422  -2.762  0.782
C  -4.924  3.707  -1.469  0.073
C  -4.082  2.966  -0.617  0.114
C  -3.284  1.942  -1.195  0.021
C  -3.549  1.611  -2.553  0.111
C  -4.405  2.409  -3.307  0.076
C  -2.149  1.240  -0.566  0.426
W  -0.106  0.532  0.170  0.186
P  2.107  -0.152  0.411  0.040
C  -1.162  0.717  -1.519  0.065
C  -0.014  1.672  -1.723  0.026
C  1.015  1.323  -2.649  -0.011
C  2.051  2.211  -2.889  0.010
C  2.249  3.279  -1.976  -0.009
C  1.185  3.717  -1.166  -0.007
C  0.018  2.931  -1.047  0.002
Br  3.958  3.599  -1.465  -0.006
H  -2.259  0.942  0.505  0.011
H  -1.419  0.044  -2.333  0.012
H  -4.042  3.197  0.451  0.007
H  -3.081  0.753  -3.047  0.007
H  -5.506  4.555  -1.085  0.015
H  -4.545  2.195  -4.375  0.015
H  0.914  0.344  -3.115  -0.001
H  -0.885  3.298  -0.556  0.001
H  2.761  2.018  -3.674  0.001
H  1.294  4.617  -0.566  0.000
P  -0.814  -1.902  -0.212  0.000
C  3.008  1.349  1.001  0.011
C  4.552  1.312  0.849  0.003
H  2.749  1.465  2.075  0.000
H  2.570  2.246  0.511  0.001
H  4.970  2.129  1.455  0.001
H  4.990  0.366  1.184  0.000
H  4.867  1.505  -0.179  0.000
C  3.080  -0.772  -1.052  -0.001
C  4.027  -1.981  -0.935  0.000
H  3.617  0.092  -1.472  0.000
H  2.322  -0.997  -1.819  0.000
H  4.196  -2.396  -1.943  0.000
H  5.032  -1.727  -0.552  0.000
H  3.613  -2.799  -0.334  0.000
C  2.318  -1.306  1.877  0.024
C  3.745  -1.489  2.412  0.006
H  1.909  -2.279  1.592  0.000
H  1.627  -0.972  2.669  0.000
H  3.748  -2.182  3.267  0.002
H  4.411  -1.913  1.647  0.000
H  4.195  -0.549  2.755  0.000
C  -0.395  -3.280  0.986  0.005
C  -1.077  -4.643  0.841  0.001
H  -0.560  -2.880  1.995  0.000
H  0.691  -3.429  0.886  0.000
H  -2.167  -4.611  0.966  0.000
H  -0.852  -5.127  -0.118  0.000
H  -0.682  -5.305  1.624  0.000
C  -0.082  -2.667  -1.770  -0.006
C  -0.882  -2.638  -3.071  0.001
H  0.135  -3.716  -1.503  -0.001
H  0.896  -2.178  -1.910  0.000
H  -1.796  -3.246  -3.017  0.000
H  -1.142  -1.625  -3.394  0.001
H  -0.251  -3.079  -3.854  0.000
C  -2.616  -2.162  -0.460  -0.003
C  -3.523  -1.657  0.655  0.005
H  -2.764  -3.242  -0.621  -0.001
H  -2.864  -1.680  -1.416  0.001
H  -3.801  -0.607  0.510  0.002
H  -4.458  -2.233  0.658  0.001
H  -3.090  -1.756  1.657  0.000
C  -1.290  1.693  4.717  0.002
C  -0.793  2.669  3.842  0.000
C  -0.452  2.330  2.537  -0.004
N  -0.556  1.025  2.127  -0.012
C  -0.953  0.047  2.999  -0.003
C  -1.388  0.375  4.270  -0.002
H  -1.583  1.963  5.734  0.000
H  -0.666  3.710  4.148  0.000
H  -0.100  3.051  1.792  -0.001
H  -0.946  -0.979  2.610  -0.001
H  -1.792  -0.418  4.903  0.000

The calculation puts the total energy at -4601.76017 hartree. As for the charge: +4. Its HOMO-LUMO gap (spin up / spin down) is 6.28 / 4.94 eV. For the molar mass, the calculation gives 759.40 u. As for the spin multiplicity: 3. Its expectation value of S² is 2.3444.



Density functional theory data (ωB97M-V with the def2-TZVPD basis set) for a structure of composition C30H45CeF5P2 at a distorted geometry.

Last column: Löwdin spin population.
CARTESIAN COORDINATES (ANGSTROEM)
Ce  -0.203  0.190  0.023  0.990
C  -2.004  1.744  0.391  0.006
C  -2.383  0.808  -0.668  0.009
C  -2.220  -0.374  1.332  0.001
C  -1.934  1.003  1.619  -0.001
C  -2.515  -0.512  -0.067  0.004
C  -1.964  3.244  0.235  0.002
H  -1.621  3.584  -0.755  0.000
H  -1.346  3.763  0.975  0.000
H  -2.990  3.615  0.354  0.000
C  -1.877  1.586  3.006  -0.001
H  -1.665  2.660  2.975  0.000
H  -1.117  1.094  3.625  0.000
H  -2.859  1.440  3.479  0.000
C  -2.406  -1.460  2.335  0.000
H  -3.464  -1.581  2.585  0.000
H  -1.874  -1.235  3.255  0.000
H  -2.048  -2.446  2.006  0.000
C  -3.319  -1.681  -0.589  0.001
H  -4.371  -1.452  -0.361  0.000
H  -3.075  -2.615  -0.068  0.000
H  -3.230  -1.866  -1.668  0.000
C  -3.140  1.323  -1.855  0.002
H  -4.068  1.751  -1.436  0.001
H  -3.367  0.531  -2.576  0.000
H  -2.599  2.125  -2.378  0.000
C  1.355  0.609  -3.143  0.000
C  0.346  1.474  -3.292  0.000
C  -0.253  1.774  -4.659  0.000
C  -1.144  0.616  -5.244  0.000
C  -1.235  -0.662  -4.409  0.000
C  -0.202  -1.501  -4.312  0.000
C  1.136  -1.213  -4.991  0.000
C  2.006  -0.084  -4.334  0.000
H  0.541  2.003  -5.397  0.000
H  -0.700  0.344  -6.218  0.000
H  -0.874  2.683  -4.582  0.000
H  2.272  0.646  -5.124  0.000
H  1.742  0.269  -2.170  0.000
H  -0.182  1.968  -2.463  0.000
H  2.950  -0.541  -3.993  0.000
H  1.715  -2.153  -5.016  0.000
H  -0.281  -2.466  -3.803  0.000
H  0.944  -0.913  -6.036  0.000
H  -2.162  1.001  -5.440  0.000
H  -2.206  -0.870  -3.952  0.000
P  1.677  2.115  0.931  -0.004
C  1.146  2.831  2.475  0.000
H  2.055  3.402  2.666  0.000
H  0.983  2.078  3.246  0.000
H  0.264  3.457  2.355  0.000
C  3.302  1.400  1.060  -0.001
H  3.794  2.263  1.505  0.000
H  3.698  1.110  0.090  0.000
H  3.298  0.553  1.742  0.000
C  1.767  3.517  -0.177  0.000
H  2.224  3.217  -1.123  0.000
H  2.411  4.137  0.446  0.000
H  0.782  3.965  -0.335  0.000
P  0.856  -2.423  0.005  -0.003
C  -0.462  -3.562  -0.422  0.000
H  0.182  -4.354  -0.797  0.000
H  -1.198  -3.213  -1.157  0.000
H  -0.939  -3.846  0.521  0.000
C  2.485  -2.505  -0.740  -0.001
H  2.364  -2.615  -1.820  0.000
H  2.837  -3.391  -0.212  0.000
H  3.098  -1.630  -0.478  0.000
C  1.217  -3.088  1.624  0.000
H  1.403  -4.111  1.301  0.000
H  0.346  -2.998  2.266  0.000
H  2.072  -2.564  2.053  0.000
F  -0.614  -2.625  3.857  0.000
C  0.336  -1.725  4.280  0.000
C  0.879  -0.697  3.541  -0.003
C  1.932  -0.021  4.100  0.000
F  2.675  0.977  3.549  0.000
C  2.408  -0.314  5.370  0.000
F  3.425  0.412  5.849  0.000
C  1.844  -1.317  6.113  0.000
F  2.296  -1.600  7.344  0.000
C  0.804  -2.020  5.554  0.000
F  0.243  -3.038  6.216  0.000

The calculation puts the total energy at -2826.83253 hartree. As for the charge: +1. Its HOMO-LUMO gap (spin up / spin down) is 7.53 / 7.58 eV. For the molar mass, the calculation gives 702.74 u. As for the spin multiplicity: 2. Its expectation value of S² is 0.7517.